18
Properties=species:S:1:pos:R:3:forces:R:3 method="wB97M-V/def2-TZVPD" e_above_lowest_kcal_mol=27.19 lumo_ev="3.84 / 2.77" spin_multiplicity=2 total_charge=-1
H 1.080631 1.105222 0.950830 -0.05 -0.11 -0.24
C 3.003810 -0.748202 -0.399770 -0.29 0.06 -0.16
O 1.932871 -1.016117 0.195648 -0.01 -0.20 0.14
H -2.754037 -1.417154 1.111082 0.09 -0.09 -0.09
O 3.263888 0.225197 -1.128764 0.14 -0.01 0.01
H -1.583132 1.700091 -0.029682 0.15 0.16 -0.38
H -0.514532 -1.322723 0.489358 0.01 -0.04 -0.04
C -1.296154 -0.981887 -0.206460 0.25 0.51 0.25
H 0.004582 2.392300 1.473426 -0.17 0.06 0.12
N -0.621770 1.465028 -0.286292 -0.71 0.03 0.72
H -1.435971 0.409451 -1.841722 0.11 -0.07 -0.15
N -2.497516 -0.639712 0.498398 -0.18 0.06 -0.02
H -1.470009 -1.828340 -0.879052 -0.07 -0.22 -0.09
H 3.820803 -1.507774 -0.269952 0.14 -0.02 0.04
H 0.227299 -0.107006 -1.386354 0.09 0.13 -0.14
C 0.035299 1.396286 1.035054 0.47 -0.11 -0.64
C -0.748376 0.200750 -1.017649 0.11 -0.11 0.32
H -0.447681 0.674590 1.691902 -0.09 -0.04 0.34



7
Properties=species:S:1:pos:R:3:forces:R:3 method="wB97M-V/def2-TZVPD" e_above_lowest_kcal_mol=98.39 lumo_ev=-1.69 total_charge=0
Cl 3.176611 0.315528 -0.051529 -0.86 -0.41 0.43
C -2.268781 1.129471 -0.066228 0.44 -0.20 0.17
H 1.285694 -1.722857 1.187818 0.34 -0.58 1.32
Si 1.439496 -0.723779 0.214295 -1.99 2.18 -0.78
H -3.090924 1.461940 -0.535009 -2.54 1.17 -0.99
H 0.713714 -1.027055 -0.950108 0.08 -0.38 -1.32
C -1.255809 0.566752 0.200764 4.53 -1.78 1.17



92
Properties=species:S:1:pos:R:3:forces:R:3 method="wB97M-V/def2-TZVPD" e_above_lowest_kcal_mol=29.01 lumo_ev="-0.25 / -0.22" spin_multiplicity=2 total_charge=0
H 3.362243 5.023933 1.833733 -0.02 0.07 0.03
N 1.672090 0.990130 -0.870495 -0.21 0.45 -0.36
H 5.555182 1.628985 0.358982 -0.05 0.03 -0.10
H 3.922582 3.187700 3.421810 0.00 0.03 0.12
H 3.023212 2.073900 2.407938 -0.15 -0.03 0.01
H -1.191565 -3.899461 -2.211582 0.02 -0.04 0.04
C -3.201645 0.409237 0.616855 0.33 0.30 0.09
H -6.927390 -0.159149 1.344618 -0.10 -0.04 0.03
C -0.762900 -0.475015 -0.710089 -0.48 1.19 -1.22
N -1.564370 -1.820341 3.407582 0.31 -0.19 0.15
H 3.800871 -0.245870 1.114228 0.10 -0.07 0.15
H -0.731580 1.628622 -2.943473 0.03 0.05 0.09
S -0.408330 0.741621 1.946323 0.55 0.12 0.72
H 1.862666 -1.597037 -3.978855 0.09 0.02 -0.03
C 2.193406 0.241018 -5.051285 0.12 0.05 -0.13
H -5.864914 -1.278099 -0.581545 -0.04 -0.06 -0.02
C -3.791921 1.027225 1.712645 0.00 0.00 -0.13
N 1.444373 -2.230597 1.967369 1.76 -0.26 0.22
H -0.371863 -1.431490 5.095916 -0.01 -0.01 0.05
C 3.206381 0.326813 0.432029 -0.27 0.38 -0.50
H -4.198335 -1.301203 -5.139038 -0.02 0.02 -0.04
C 3.537543 4.373470 0.979169 0.21 -0.10 0.06
C 1.895608 -3.447435 1.601877 -0.55 0.57 0.02
C 2.066234 -1.631109 3.007253 -0.84 -0.08 -0.51
C -1.155278 -2.115481 4.763227 -0.19 0.04 0.35
H 4.691087 1.701772 2.863026 0.09 -0.14 0.09
P -0.244874 -1.201413 -2.168650 -1.32 1.40 1.21
C 4.008445 2.501647 2.583402 0.16 0.16 -0.14
C 0.721044 2.050889 -4.464983 -0.03 0.12 -0.08
H 0.423811 -3.646101 4.847275 -0.10 0.01 0.02
C -1.534280 5.003249 -1.470865 -0.05 0.06 -0.09
H -1.550725 6.006442 -1.869665 -0.01 0.10 -0.06
H -1.531970 -0.872178 3.034812 -0.08 -0.07 -0.15
C -3.538382 -1.870653 -4.498454 -0.19 0.03 -0.09
C -1.860173 -3.342483 -2.852700 0.00 0.06 -0.07
P -1.446717 0.757374 0.245258 -0.10 -1.62 -1.84
H -3.117179 -5.010179 -3.304999 -0.04 -0.08 0.01
C -2.461767 -1.250989 -3.891481 0.16 -0.08 0.07
C -1.514029 2.447820 -0.419313 0.12 -0.15 0.14
H -3.270862 2.100159 -1.598910 -0.09 -0.01 -0.02
S 1.060137 -2.568006 -1.579092 0.58 -0.65 0.14
C -2.935392 -3.957570 -3.467386 -0.10 -0.02 -0.02
C -5.132120 0.816832 1.976133 -0.09 0.04 0.11
H -4.615591 -3.701789 -4.769444 -0.05 -0.02 -0.04
C 1.555246 -0.571163 -4.134392 -0.12 0.05 -0.06
C -2.511738 4.092478 -1.846692 -0.01 0.14 -0.14
Co 0.474669 -1.224933 0.508163 -0.65 -0.82 0.88
H 1.643816 -0.683284 3.315885 0.05 0.14 -0.16
C -1.616746 -1.992254 -3.072246 0.27 0.04 0.09
N 2.016636 0.013007 -0.033397 0.71 0.15 0.60
H 0.246151 3.035216 0.623725 0.06 0.03 0.06
C -3.773629 -3.222071 -4.289998 -0.10 -0.03 -0.03
C 2.956226 -4.062382 2.225842 0.53 -0.04 0.69
C -5.877098 -0.006554 1.144846 -0.08 -0.02 0.01
N 3.567369 1.505165 -0.120394 -0.47 -1.38 0.31
H 2.582604 3.957814 0.663161 -0.12 0.01 -0.04
S -1.538200 -2.848297 0.943861 0.16 -0.16 -0.19
H 1.376401 -3.922871 0.780845 -0.05 0.04 -0.10
H 4.450373 -3.901103 3.777728 0.16 -0.10 0.04
C -1.338792 -2.855843 2.593292 -0.72 -0.27 -0.45
Cl 3.439766 -5.635624 1.699604 0.04 -0.02 -0.01
C 0.082524 1.243330 -3.542825 -0.11 -0.14 -0.02
H 0.227401 5.336229 -0.298742 0.08 0.10 0.01
C -3.939820 -0.432225 -0.201657 0.18 0.09 -0.05
C -0.516652 3.349202 -0.073657 -0.16 -0.09 0.09
H 3.017492 -0.149854 -5.631558 0.06 0.02 -0.07
H 5.490808 3.685528 1.573130 -0.08 -0.03 -0.03
C -5.282136 -0.633275 0.061213 -0.17 -0.01 -0.01
H -0.581940 -4.740092 2.861898 -0.17 0.12 -0.11
C 4.507218 3.254536 1.351738 -0.17 -0.11 -0.09
H 3.593864 -1.665158 4.499283 -0.01 0.09 0.03
H -2.262363 -0.200707 -4.060149 -0.03 0.06 -0.05
C 3.137806 -2.183270 3.668787 0.41 -0.62 0.18
H 0.399648 3.074404 -4.596671 -0.01 0.08 0.00
H 2.274817 2.187155 -5.931478 0.04 0.09 -0.07
H -3.453704 -0.925232 -1.034405 0.08 -0.05 -0.01
C 1.774458 1.551260 -5.216196 0.09 0.06 -0.06
N 2.574293 1.878661 -0.930475 0.41 0.74 -0.29
C -0.537121 4.629814 -0.586704 0.11 0.13 -0.08
C 0.500963 -0.068991 -3.384689 0.05 -0.60 0.00
H -5.597973 1.297869 2.825363 -0.05 0.01 0.04
H -3.278419 4.385279 -2.548867 -0.09 0.03 -0.05
H -1.167522 -4.225939 5.390208 0.10 0.11 0.02
C -0.657570 -3.574571 4.676347 0.11 -0.17 0.40
H -3.189883 1.667894 2.346442 -0.04 0.02 0.04
C 4.722751 2.306100 0.153849 0.54 0.67 0.34
C 3.621124 -3.431543 3.278893 -0.70 0.25 -0.47
N -0.998644 -3.944383 3.316514 0.24 0.03 0.34
H -2.014323 -2.015664 5.433222 0.17 -0.04 0.08
H 3.938450 4.969226 0.161456 -0.05 0.10 -0.08
C -2.506504 2.814468 -1.322083 0.06 -0.08 0.15
H 4.945141 2.897459 -0.737174 0.00 -0.20 0.01



28
Properties=species:S:1:pos:R:3:forces:R:3 method="wB97M-V/def2-TZVPD" lumo_ev="7.58 / 5.43" spin_multiplicity=2 total_charge=-3
H 0.622678 -1.671625 -3.187915 -0.71 -1.54 -4.15
H 1.933798 2.573435 1.512455 -0.87 3.28 -2.74
H 1.517628 3.984685 -2.428005 1.16 3.31 -2.69
H -0.123952 -1.100285 -1.698755 -3.55 0.18 1.88
O -2.358372 -2.377465 -0.443775 -1.91 0.63 1.37
H 1.486208 3.368185 -0.792445 1.85 0.75 3.97
H 1.309848 -1.247735 1.439885 2.46 3.48 2.02
H 1.333298 1.639085 2.910515 -3.52 -0.89 2.51
H -3.999812 -1.231965 1.860965 0.29 0.02 0.16
Tl 0.460848 0.928685 -0.036765 0.15 -1.40 -0.44
B 0.810298 -1.224075 -2.224205 -0.45 -0.35 0.29
H -4.991372 -0.637365 0.586465 0.48 0.62 -0.56
H 1.585808 -2.652505 0.481945 2.74 -1.84 -2.35
H 1.258498 -0.247625 -2.323705 2.31 4.35 -0.65
H -4.643032 -2.311095 0.654765 0.13 -0.30 0.03
H 1.487308 -1.796315 -1.609025 2.63 -2.17 2.29
H 3.024688 2.124305 2.905945 3.51 1.55 2.46
H 0.438348 -2.662075 1.914625 -2.09 -1.76 3.56
C -4.178612 -1.334385 0.790625 -0.58 -0.88 0.63
B 0.833108 -2.137365 1.058415 0.72 0.25 0.18
H 2.491248 0.960855 1.775795 1.17 -3.78 -1.97
B 2.183118 1.861455 2.283925 -0.35 0.01 -0.14
C -2.862032 -1.307835 0.012385 2.91 0.88 -2.78
H 0.021168 -1.899175 0.388895 -3.72 0.18 -2.94
H 1.473948 2.241265 -2.150595 1.49 -3.69 -1.48
H 0.064818 3.120655 -1.638775 -4.66 0.10 -0.04
O -2.308662 -0.164245 -0.246865 -1.60 -0.65 1.30
B 1.129198 3.200525 -1.796765 -0.02 -0.32 0.29



no.,E (Eh)
1,-418.37690
2,-827.50575
3,-5575.59052
4,-509.35733